The following is a quantum chemistry calculation of one molecule with the formula C4H7NO, from OMol25.

Calculated values
**Lowest unoccupied orbital energy**: 1.1900 eV
**HOMO level**: -8.8 eV
**Electronic energy**: -7796.6447 eV

```
13
Properties=species:S:1:pos:R:3:forces:R:3
H 2.91554 0.88673 -0.25999 -0.1 -0.1 0.0
C -0.58442 -0.20063 0.39501 -0.3 -0.1 0.1
C -1.66962 0.81452 0.33799 0.0 0.1 0.1
N 2.81155 -0.11611 -0.12834 -0.1 -0.2 0.0
H 3.64288 -0.68248 -0.13033 -0.1 0.1 0.0
C 1.64149 -0.70635 0.11411 0.3 0.6 -0.1
H -0.58410 -0.96252 1.16696 0.0 0.1 -0.1
H -1.25413 0.00869 -1.69918 0.0 0.0 0.2
H -1.38013 1.81498 0.03206 0.0 -0.2 0.0
O 0.71104 0.26640 0.09642 0.2 -0.3 0.0
C -1.58799 -0.27517 -0.70649 0.0 -0.1 -0.2
H -2.31114 -1.08473 -0.68083 0.1 0.1 0.0
H -2.45344 0.77407 1.08766 0.1 0.0 -0.1
```
Positions in Å, forces in eV/Å.

natural (NBO) atomic charges, in units of e: 0.380, 0.083, -0.440, -0.813, 0.398, 0.281, 0.207, 0.224, 0.225, -0.536, -0.444, 0.219, 0.218

***

The following is a quantum chemistry calculation of one molecule with the formula C4H7NO, from OMol25.

Calculated values
**SMILES**: [H]/N=C1/CCCO1
**Lowest unoccupied orbital energy**: 0.9473 eV
**HOMO level**: -9.9 eV
**Electronic energy**: -7798.8891 eV

```
13
Properties=species:S:1:pos:R:3:forces:R:3
C 0.43001 0.49355 -1.06633 0.0 0.0 -0.1
C -0.42096 -0.05607 1.10744 0.1 0.1 0.3
H -0.94875 -1.05853 -1.84812 0.1 0.0 0.1
H 0.45594 -1.68713 -0.94757 -0.1 0.1 -0.1
C -0.26911 -0.86608 -1.01571 0.1 0.0 -0.2
H -1.37322 -0.79674 2.53427 0.0 0.1 0.0
H 1.36927 0.45085 -1.62415 -0.1 0.0 0.1
H 1.61150 0.53642 0.78394 -0.2 0.0 0.0
C 0.61610 0.81221 0.42157 0.0 0.0 0.0
O -1.04076 -0.85038 0.18618 0.0 0.0 0.1
N -0.67452 -0.07589 2.34333 0.0 -0.1 -0.4
H 0.45947 1.86369 0.67367 0.0 -0.2 0.0
H -0.21497 1.23409 -1.54852 0.0 -0.1 0.1
```
Positions in Å, forces in eV/Å.

natural (NBO) atomic charges, in units of e: -0.430, 0.563, 0.197, 0.171, -0.068, 0.347, 0.220, 0.234, -0.496, -0.505, -0.687, 0.243, 0.211

***

The following is a quantum chemistry calculation of one molecule with the formula C4H7NO, from OMol25.

Calculated values
**Lowest unoccupied orbital energy (alpha / beta)**: -1.5382 / -1.5358 eV
**HOMO level (alpha / beta)**: -9.2 / -9.2 eV
**Electronic energy**: -7795.1300 eV

```
13
Properties=species:S:1:pos:R:3:forces:R:3
N 0.53503 0.71515 0.84355 0.2 0.0 0.0
H -0.01506 0.67506 -1.59779 0.0 -0.1 0.1
C -0.19717 -0.41250 0.28327 0.0 -0.1 -0.1
H 0.75204 -1.00178 -1.69852 0.0 0.1 0.1
H 1.97542 -0.15809 -0.38414 0.0 0.0 0.0
C -1.69396 -0.17410 0.47778 -0.1 0.0 0.0
H -1.88646 -0.10074 1.55138 0.0 0.0 -0.1
C 0.27909 -0.23719 -1.08693 0.0 0.0 0.0
O 2.66644 1.54794 0.48605 -0.3 -0.3 -0.1
H -2.28777 -0.99015 0.05625 0.1 0.1 0.1
C 1.77636 0.74506 0.34153 0.0 0.3 0.1
H -1.99393 0.77174 0.01710 0.1 -0.1 0.1
H 0.08996 -1.38040 0.71047 0.0 0.1 0.0
```
Positions in Å, forces in eV/Å.

natural (NBO) atomic charges, in units of e: -0.470, 0.220, -0.190, 0.214, 0.094, -0.581, 0.235, -0.100, -0.554, 0.210, 0.491, 0.219, 0.211

***

The following is a quantum chemistry calculation of one molecule with the formula C4H7NO at a distorted geometry, from OMol25.

Calculated values
**Lowest unoccupied orbital energy (alpha / beta)**: -0.0817 / -0.0813 eV
**HOMO level (alpha / beta)**: -9.1 / -9.1 eV
**Electronic energy**: -7796.1681 eV

```
13
Properties=species:S:1:pos:R:3:forces:R:3
C -0.16687 -0.14764 -0.58413 -0.9 0.1 0.5
C 0.00481 1.11700 0.08932 1.9 0.4 0.0
C -1.47180 -0.51236 0.22665 0.0 -0.7 -0.3
H -0.62014 1.94477 -0.29599 1.3 0.2 0.0
H -1.26472 -0.60561 1.30100 0.0 0.0 -0.4
N 0.93450 -1.05316 -0.37299 0.2 0.0 0.2
H -0.44866 -0.06863 -1.64942 0.2 0.1 0.4
H -2.33518 0.15873 0.07547 0.5 -0.2 -0.1
H 2.91857 -0.95783 0.08613 -0.2 0.5 0.0
H 0.13060 1.10140 1.15379 -0.3 -0.1 0.3
O 2.02045 0.90626 0.18586 -1.5 0.4 -0.5
H -1.70314 -1.48570 -0.17255 -0.5 -0.5 0.1
C 1.98509 -0.37885 -0.02563 -0.6 -0.2 -0.2
```
Positions in Å, forces in eV/Å.

natural (NBO) atomic charges, in units of e: -0.160, 0.026, -0.602, 0.214, 0.218, -0.562, 0.205, 0.214, 0.176, 0.207, -0.593, 0.243, 0.414

***

What did the second record say?
The following is a quantum chemistry calculation of one molecule with the formula C4H7NO, from OMol25.

Calculated values
**SMILES**: [H]/N=C1/CCCO1
**Lowest unoccupied orbital energy**: 0.9473 eV
**HOMO level**: -9.9 eV
**Electronic energy**: -7798.8891 eV

```
13
Properties=species:S:1:pos:R:3:forces:R:3
C 0.43001 0.49355 -1.06633 0.0 0.0 -0.1
C -0.42096 -0.05607 1.10744 0.1 0.1 0.3
H -0.94875 -1.05853 -1.84812 0.1 0.0 0.1
H 0.45594 -1.68713 -0.94757 -0.1 0.1 -0.1
C -0.26911 -0.86608 -1.01571 0.1 0.0 -0.2
H -1.37322 -0.79674 2.53427 0.0 0.1 0.0
H 1.36927 0.45085 -1.62415 -0.1 0.0 0.1
H 1.61150 0.53642 0.78394 -0.2 0.0 0.0
C 0.61610 0.81221 0.42157 0.0 0.0 0.0
O -1.04076 -0.85038 0.18618 0.0 0.0 0.1
N -0.67452 -0.07589 2.34333 0.0 -0.1 -0.4
H 0.45947 1.86369 0.67367 0.0 -0.2 0.0
H -0.21497 1.23409 -1.54852 0.0 -0.1 0.1
```
Positions in Å, forces in eV/Å.

natural (NBO) atomic charges, in units of e: -0.430, 0.563, 0.197, 0.171, -0.068, 0.347, 0.220, 0.234, -0.496, -0.505, -0.687, 0.243, 0.211

***

- Look up the electronic energy of the first one.
  -7796.6447 eV

***

Repeat the third record exactly.
The following is a quantum chemistry calculation of one molecule with the formula C4H7NO, from OMol25.

Calculated values
**Lowest unoccupied orbital energy (alpha / beta)**: -1.5382 / -1.5358 eV
**HOMO level (alpha / beta)**: -9.2 / -9.2 eV
**Electronic energy**: -7795.1300 eV

```
13
Properties=species:S:1:pos:R:3:forces:R:3
N 0.53503 0.71515 0.84355 0.2 0.0 0.0
H -0.01506 0.67506 -1.59779 0.0 -0.1 0.1
C -0.19717 -0.41250 0.28327 0.0 -0.1 -0.1
H 0.75204 -1.00178 -1.69852 0.0 0.1 0.1
H 1.97542 -0.15809 -0.38414 0.0 0.0 0.0
C -1.69396 -0.17410 0.47778 -0.1 0.0 0.0
H -1.88646 -0.10074 1.55138 0.0 0.0 -0.1
C 0.27909 -0.23719 -1.08693 0.0 0.0 0.0
O 2.66644 1.54794 0.48605 -0.3 -0.3 -0.1
H -2.28777 -0.99015 0.05625 0.1 0.1 0.1
C 1.77636 0.74506 0.34153 0.0 0.3 0.1
H -1.99393 0.77174 0.01710 0.1 -0.1 0.1
H 0.08996 -1.38040 0.71047 0.0 0.1 0.0
```
Positions in Å, forces in eV/Å.

natural (NBO) atomic charges, in units of e: -0.470, 0.220, -0.190, 0.214, 0.094, -0.581, 0.235, -0.100, -0.554, 0.210, 0.491, 0.219, 0.211

***

- Number 3 is which compound?
  C4H7NO